A single C11H11N7O6 molecule. Source: the Open Molecules 2025 dataset; level of theory: ωB97M-V with the def2-TZVPD basis set.

Structure (XYZ):
```
35
C11H11N7O6 | the Open Molecules 2025 dataset | ωB97M-V with the def2-TZVPD basis set
O 1.162 -2.526 1.416
O -0.315 -2.961 2.968
O 1.658 2.650 0.303
O -3.196 2.304 4.190
O 0.122 3.552 1.771
O -3.297 0.179 4.703
N 2.268 0.004 -1.708
N -0.846 3.100 2.647
N -0.021 -0.272 -0.589
N -2.773 1.140 4.075
N 0.704 2.461 1.027
N 0.443 -0.604 -2.752
N 0.152 -2.222 2.082
C -0.058 1.332 1.335
C -1.314 -0.540 2.934
C -1.664 0.810 3.178
C 1.446 -0.707 -3.805
C 2.710 -0.244 -3.094
C 0.192 -0.039 0.830
C 0.943 -0.262 -1.558
C -0.482 -0.937 1.846
C -0.875 1.743 2.411
C -0.964 -0.888 -2.714
C -1.322 -0.583 -1.250
H -1.826 -1.433 -0.762
H 2.852 0.411 -0.956
H 1.283 -0.185 0.901
H -1.493 -0.229 -3.382
H 3.109 0.653 -3.565
H -1.153 -1.908 -2.992
H 1.529 -1.743 -4.162
H 1.185 -0.077 -4.666
H -1.700 -1.275 3.645
H -1.915 0.333 -1.190
H 3.455 -1.039 -3.118
```

As for the LUMO energy: -0.3 eV. The total energy is -34289.634 eV. Its relative energy (zero: lowest compared OMol25 entry of this formula, charge and spin) is 13.4 kJ/mol. For the frontier orbital gap, the calculation gives 7.39 eV.

Here are the natural (NBO) charges for atoms 1 to 4, given in e: atom 1 (O): -0.468, atom 2 (O): -0.422, atom 3 (O): -0.442, atom 4 (O): -0.378

A single C11H11NO2 molecule. Source: the Open Molecules 2025 dataset; level of theory: ωB97M-V with the def2-TZVPD basis set.

Structure (XYZ):
```
25
C11H11NO2 | the Open Molecules 2025 dataset | ωB97M-V with the def2-TZVPD basis set
O 1.462 -1.217 -1.373
O 0.913 2.001 0.304
N 0.337 -1.642 -0.753
C 0.910 0.928 -0.160
C 1.835 0.927 -2.403
C 3.157 0.154 -0.319
C -3.853 -0.605 1.042
C -1.352 -1.020 2.212
C -3.702 -0.693 2.433
C -2.467 -0.810 3.014
C 1.822 0.209 -1.049
C -0.365 -0.989 -0.012
C -2.731 -0.718 0.259
C -1.507 -0.900 0.827
H 0.885 1.054 -2.870
H 2.207 1.887 -2.201
H -2.829 -0.756 -0.827
H 2.192 0.212 -3.101
H -2.592 -0.683 4.049
H -4.888 -0.784 0.620
H 3.050 -0.535 0.557
H 3.444 1.140 0.062
H -0.385 -0.963 2.481
H 3.809 -0.148 -1.096
H -4.510 -0.545 3.197
```

As for the LUMO energy (alpha / beta): 0.4 / 0.4 eV. The total energy is -17164.886 eV. Its relative energy (zero: lowest compared OMol25 entry of this formula, charge and spin) is 663.6 kJ/mol. For the frontier orbital gap (alpha / beta), the calculation gives 7.85 / 7.85 eV.

Here are the natural (NBO) charges for atoms 1 to 4, given in e: atom 1 (O): -0.344, atom 2 (O): -0.506, atom 3 (N): -0.116, atom 4 (C): 0.596